Record 1
{"formula": "C20H54NO19P4", "method": "ωB97M-V with the def2-TZVPD basis set", "species": ["C", "C", "O", "C", "C", "O", "N", "C", "C", "O", "C", "C", "H", "H", "H", "H", "H", "H", "H", "H", "H", "H", "H", "H", "H", "H", "H", "H", "H", "H", "C", "O", "P", "O", "O", "C", "O", "C", "H", "H", "H", "H", "H", "H", "H", "H", "H", "C", "O", "P", "O", "O", "C", "O", "C", "H", "H", "H", "H", "H", "H", "H", "H", "H", "C", "O", "P", "O", "O", "C", "O", "C", "H", "H", "H", "H", "H", "H", "H", "H", "H", "C", "O", "P", "O", "O", "C", "O", "C", "H", "H", "H", "H", "H", "H", "H", "H", "H"], "coordinates": [[6.79813, 2.01121, 2.28663], [5.33149, 1.76978, 2.60080], [4.76086, 2.87268, 3.29610], [3.50730, 3.29113, 2.85798], [2.37288, 2.67710, 3.65890], [2.38481, 1.23950, 3.49056], [1.18140, 0.73719, 2.96848], [0.97660, 0.99822, 1.50419], [1.65569, -0.01377, 0.56598], [1.59217, -1.34520, 1.02959], [2.15950, -1.36719, 2.32256], [1.17345, -0.72755, 3.28058], [6.98399, 3.02888, 1.96139], [7.09309, 1.30531, 1.51158], [7.39850, 1.75340, 3.15401], [4.76581, 1.48977, 1.70851], [5.28780, 0.89350, 3.25573], [3.43407, 4.37169, 2.99872], [3.33521, 3.09991, 1.79370], [1.44418, 3.11735, 3.28579], [2.44483, 2.93247, 4.71247], [0.40343, 1.16704, 3.48627], [1.27269, 2.00236, 1.21809], [-0.08900, 0.91692, 1.29512], [1.09135, 0.01506, -0.36405], [2.67060, 0.28861, 0.29439], [2.35834, -2.39880, 2.59539], [3.11247, -0.83236, 2.31829], [0.18426, -1.14386, 3.12682], [1.55009, -0.91691, 4.27976], [-4.99140, 1.61131, 7.49151], [-3.85174, 1.67060, 6.60369], [-2.79419, 0.44975, 6.45721], [-2.15918, 0.81935, 5.15853], [-3.99730, -0.62436, 6.31352], [-4.69113, -0.73549, 5.06978], [-1.78697, -0.79992, 6.84863], [-0.62098, -0.47463, 7.59947], [-5.06308, 2.55908, 8.01838], [-5.88030, 1.48130, 6.87753], [-4.92153, 0.79753, 8.20659], [-4.41861, 0.06580, 4.38332], [-5.76200, -0.68576, 5.26318], [-4.45448, -1.70140, 4.62618], [-0.87635, -0.10876, 8.59349], [-0.06003, 0.29294, 7.05744], [-0.01153, -1.36655, 7.71311], [1.36899, -1.92574, -3.36838], [2.36610, -1.76356, -4.38510], [2.10546, -0.83260, -5.68424], [3.46245, -0.67388, -6.22613], [1.52330, 0.44409, -4.88748], [2.44978, 1.38275, -4.34702], [1.11103, -0.65008, -6.91863], [0.78000, -1.82805, -7.70665], [1.31890, -2.97818, -3.09179], [1.68997, -1.35728, -2.49436], [0.38502, -1.58436, -3.68373], [3.47564, 1.02005, -4.40908], [2.19497, 1.55636, -3.29894], [2.35840, 2.32022, -4.89321], [0.27668, -2.58036, -7.10080], [1.68261, -2.24849, -8.14842], [0.10718, -1.49983, -8.49199], [-1.51436, 6.19467, -0.72960], [-1.55812, 4.80069, -1.10539], [-2.81825, 3.83928, -0.72638], [-2.47176, 2.71738, -1.63614], [-3.96575, 4.85640, -1.17365], [-4.24634, 5.00200, -2.57518], [-3.84965, 3.02091, 0.25828], [-3.33653, 2.28671, 1.36869], [-0.52102, 6.41816, -0.34642], [-1.68290, 6.78862, -1.62614], [-2.26092, 6.44986, 0.01826], [-3.50271, 4.49564, -3.18875], [-4.24642, 6.06328, -2.81806], [-5.23304, 4.58861, -2.77155], [-2.87636, 2.95322, 2.09983], [-2.59917, 1.56044, 1.01088], [-4.15365, 1.75445, 1.84525], [-2.35692, -4.34500, -4.19472], [-1.32337, -4.37772, -5.19926], [-0.16212, -5.52837, -5.21504], [0.34460, -5.25030, -6.58010], [-1.15548, -6.77116, -5.00940], [-1.90737, -7.23746, -6.13788], [1.09706, -6.37391, -4.61426], [2.17941, -5.65405, -3.99227], [-2.47646, -3.31784, -3.85507], [-3.28763, -4.66840, -4.65850], [-2.13521, -4.98718, -3.34553], [-1.82067, -6.56040, -6.98658], [-2.95485, -7.31340, -5.84847], [-1.53907, -8.22369, -6.41273], [1.83304, -5.10609, -3.11546], [2.64108, -4.96907, -4.70572], [2.90921, -6.39153, -3.67287]], "lowdin_charge": [-0.05, -0.27, -0.11, -0.20, -0.11, -0.05, -0.06, -0.03, -0.17, -0.09, -0.17, -0.03, 0.08, 0.08, 0.08, 0.10, 0.12, 0.14, 0.12, 0.13, 0.14, 0.19, 0.13, 0.14, 0.13, 0.13, 0.14, 0.13, 0.16, 0.15, -0.07, -0.22, 0.54, -0.29, -0.28, -0.09, -0.23, -0.12, 0.09, 0.09, 0.09, 0.07, 0.09, 0.09, 0.09, 0.07, 0.09, -0.09, -0.21, 0.43, -0.24, -0.25, -0.10, -0.20, -0.06, 0.06, 0.08, 0.09, 0.08, 0.07, 0.09, 0.06, 0.09, 0.09, -0.09, -0.23, 0.49, -0.27, -0.25, -0.07, -0.22, -0.12, 0.08, 0.09, 0.08, 0.09, 0.09, 0.09, 0.08, 0.07, 0.09, -0.09, -0.24, 0.49, -0.26, -0.26, -0.08, -0.21, -0.10, 0.08, 0.09, 0.08, 0.09, 0.09, 0.09, 0.07, 0.09, 0.09], "lumo_energy_ev": -3.64, "largest_force_ev_per_a": 7.49, "orbital_gap_ev": 7.52, "e_tot_ha": -3643.85916, "charge": 1}

Record 2
{"formula": "C20H55BrIO11", "method": "ωB97M-V with the def2-TZVPD basis set", "species": ["C", "C", "C", "I", "C", "C", "C", "C", "C", "O", "C", "C", "C", "O", "Br", "H", "H", "H", "H", "H", "H", "H", "H", "H", "H", "H", "H", "H", "H", "H", "H", "H", "H", "H", "C", "O", "H", "H", "H", "H", "C", "O", "H", "H", "H", "H", "C", "O", "H", "H", "H", "H", "C", "O", "H", "H", "H", "H", "C", "O", "H", "H", "H", "H", "C", "O", "H", "H", "H", "H", "C", "O", "H", "H", "H", "H", "C", "O", "H", "H", "H", "H", "C", "O", "H", "H", "H", "H"], "coordinates": [[4.13262, -4.28859, 1.48173], [2.94088, -4.75378, 0.45918], [2.24345, -3.50154, -0.38535], [0.16971, -4.07180, -0.73291], [2.50929, -2.02774, 0.24850], [3.33868, -1.17743, -0.92964], [4.88902, -1.67116, -1.12212], [5.92423, -0.63441, -0.38013], [7.11127, -1.35124, 0.49838], [8.47498, -1.01625, 0.04262], [9.37888, -1.83286, 0.91918], [1.16210, -1.13474, 0.48715], [0.33880, -1.52046, 1.89147], [1.07618, -2.11261, 2.83865], [-1.63606, -1.05841, 2.11216], [3.80962, -3.45406, 2.26311], [5.16268, -4.02732, 0.94254], [4.38350, -5.24418, 2.15238], [2.09462, -5.37385, 1.02886], [3.41190, -5.49036, -0.34332], [2.78408, -3.52186, -1.44992], [3.38799, -0.05063, -0.54927], [2.74922, -1.29073, -1.94360], [5.11591, -1.58545, -2.29134], [5.03974, -2.80037, -0.85358], [6.46895, -0.00620, -1.23594], [5.39645, 0.15880, 0.31062], [6.92273, -1.05737, 1.63877], [7.00834, -2.53969, 0.45232], [9.11258, -2.97363, 0.87763], [10.51102, -1.73444, 0.62476], [9.14896, -1.45195, 2.02106], [0.44734, -1.04296, -0.44574], [1.54297, -0.01955, 0.68648], [2.11458, -5.26339, -4.26652], [2.87564, -5.16074, -3.07710], [1.46690, -4.38761, -4.35060], [2.78622, -5.30127, -5.12769], [1.50005, -6.16620, -4.23015], [3.44022, -5.95095, -3.02984], [-3.58542, 2.65661, 1.37348], [-2.82436, 2.75926, 2.56290], [-4.23310, 3.53239, 1.28940], [-2.91378, 2.61873, 0.51231], [-4.19995, 1.75380, 1.40985], [-2.25978, 1.96905, 2.61016], [-5.47537, 1.92285, 5.25135], [-5.32222, 3.25360, 4.79295], [-6.23075, 1.90358, 6.04039], [-5.79935, 1.28663, 4.42406], [-4.52446, 1.56263, 5.65141], [-4.64643, 3.23922, 4.09401], [-8.63595, 4.13585, 7.04819], [-8.67092, 4.20368, 5.63446], [-9.39789, 4.80483, 7.45495], [-8.84343, 3.11233, 7.36994], [-7.65156, 4.44880, 7.40465], [-7.98474, 3.60019, 5.30223], [3.94980, -0.51692, -5.03210], [2.93581, -0.07685, -4.14745], [4.91791, -0.43303, -4.53281], [3.77089, -1.56049, -5.30250], [3.94914, 0.10817, -5.92837], [2.08908, -0.16290, -4.61763], [0.30446, -3.24352, -7.25110], [0.84514, -2.68145, -6.06950], [1.06211, -3.87246, -7.72434], [-0.56702, -3.85310, -6.99993], [0.01729, -2.44357, -7.93787], [0.15066, -2.12916, -5.67188], [-5.65070, 5.65788, -0.36315], [-6.16681, 4.88624, 0.70580], [-6.03869, 5.26398, -1.30541], [-5.96576, 6.69791, -0.24818], [-4.55982, 5.59456, -0.36592], [-5.80558, 5.25902, 1.52797], [-8.40473, 4.55508, -3.01748], [-8.60891, 5.86487, -2.52027], [-8.73107, 4.51566, -4.05936], [-7.34261, 4.30440, -2.96083], [-8.98964, 3.84517, -2.42763], [-8.31038, 5.86915, -1.59491], [0.72718, 2.12885, 3.71307], [0.80108, 2.53935, 2.36011], [1.67728, 1.67083, 3.99780], [0.53905, 2.99771, 4.34856], [-0.07662, 1.39785, 3.82959], [-0.05533, 2.94169, 2.13624]], "lowdin_charge": [-0.17, -0.31, -0.71, 0.68, -0.33, -0.23, -0.20, -0.16, -0.24, -0.26, -0.14, -0.28, -0.62, -0.11, 0.50, 0.08, 0.05, 0.06, 0.07, 0.09, 0.06, 0.10, 0.09, 0.10, 0.09, 0.12, 0.11, 0.13, 0.11, 0.09, 0.09, 0.10, 0.07, 0.11, -0.17, -0.17, 0.06, 0.07, 0.08, 0.08, -0.14, -0.15, 0.05, 0.09, 0.08, 0.03, -0.16, -0.14, 0.07, 0.08, 0.08, 0.05, -0.17, -0.13, 0.08, 0.07, 0.08, 0.06, -0.17, -0.14, 0.07, 0.07, 0.07, 0.07, -0.16, -0.14, 0.08, 0.08, 0.07, 0.09, -0.16, -0.14, 0.06, 0.08, 0.08, 0.09, -0.17, -0.13, 0.08, 0.06, 0.08, 0.07, -0.17, -0.13, 0.09, 0.07, 0.06, 0.06], "lumo_energy_ev": 1.94, "largest_force_ev_per_a": 9.37, "orbital_gap_ev": 4.36, "e_tot_ha": -4493.95099, "charge": -1}

Record 3
{"formula": "C20H55N5O5", "method": "ωB97M-V with the def2-TZVPD basis set", "species": ["C", "C", "C", "O", "C", "N", "H", "H", "H", "H", "H", "H", "H", "H", "H", "H", "H", "C", "C", "C", "O", "C", "N", "H", "H", "H", "H", "H", "H", "H", "H", "H", "H", "H", "C", "C", "C", "O", "C", "N", "H", "H", "H", "H", "H", "H", "H", "H", "H", "H", "H", "C", "C", "C", "O", "C", "N", "H", "H", "H", "H", "H", "H", "H", "H", "H", "H", "H", "C", "C", "C", "O", "C", "N", "H", "H", "H", "H", "H", "H", "H", "H", "H", "H", "H"], "coordinates": [[0.90988, -2.21379, 5.68405], [0.78447, -2.54834, 7.17312], [-0.12785, -1.42351, 7.83557], [-0.62093, -1.79089, 9.12114], [-1.32497, -0.75674, 9.84469], [0.03207, -3.83160, 7.23741], [0.95290, -3.11228, 5.06845], [1.81952, -1.65503, 5.46399], [0.05087, -1.73890, 5.21003], [1.69592, -2.48104, 7.76711], [-0.99029, -1.20104, 7.20723], [0.51971, -0.55915, 7.98259], [-2.38671, -0.96407, 9.97827], [-1.39057, 0.23187, 9.39035], [-0.76745, -0.71848, 10.78054], [-0.31975, -3.86238, 8.18365], [-0.75605, -3.73357, 6.61341], [-1.51801, 1.79517, -8.33426], [-2.53573, 0.73676, -7.89288], [-3.05448, 0.97644, -6.45744], [-2.07022, 1.18996, -5.40355], [-1.56220, 0.00543, -4.75328], [-3.65673, 0.79374, -8.79031], [-1.20648, 1.49858, -9.33580], [-0.71938, 1.77992, -7.59261], [-1.88553, 2.81599, -8.43902], [-2.06853, -0.24702, -7.93777], [-3.85468, 0.36393, -6.04197], [-3.48686, 1.97698, -6.44959], [-2.33075, -0.74933, -4.58669], [-1.14139, 0.21247, -3.76933], [-0.76875, -0.43647, -5.35599], [-3.23236, 0.62756, -9.69164], [-4.08802, 1.69840, -8.91550], [4.40341, -4.49019, 0.05911], [4.43122, -3.07987, 0.73221], [5.74724, -2.88096, 1.60386], [5.69642, -1.48119, 2.02017], [6.93419, -1.07712, 2.57762], [4.42978, -2.26417, -0.48899], [4.43476, -5.30492, 0.78253], [5.39582, -4.63489, -0.36782], [3.57084, -4.62287, -0.63177], [3.62090, -2.70446, 1.35715], [6.61823, -3.14824, 1.00549], [5.70969, -3.61566, 2.40816], [7.24552, -1.65049, 3.45079], [6.81511, -0.02821, 2.84913], [7.73050, -1.22495, 1.84814], [5.24010, -2.45777, -1.05995], [4.49354, -1.29067, -0.22759], [-4.14259, 2.93930, -3.60144], [-4.47958, 3.31788, -2.09247], [-3.66631, 4.61060, -1.67413], [-2.26255, 4.42458, -1.74971], [-1.57214, 5.35624, -0.98427], [-5.92365, 3.63618, -2.08553], [-4.48878, 1.91240, -3.71849], [-3.10272, 3.05154, -3.90835], [-4.67750, 3.59948, -4.28418], [-4.49750, 2.53354, -1.33578], [-3.89300, 4.73283, -0.61500], [-3.90473, 5.55310, -2.16705], [-1.76442, 5.26646, 0.08487], [-1.76429, 6.36721, -1.34359], [-0.52897, 5.23345, -1.27557], [-6.13817, 4.00169, -3.00232], [-6.61300, 2.90195, -2.00926], [1.17926, -1.14194, 2.10477], [0.63793, -1.39869, 0.64784], [0.43045, -0.21813, -0.31917], [-0.32071, 0.85811, 0.31523], [-0.06315, 2.02498, -0.51159], [1.48151, -2.49691, 0.06270], [1.52551, -2.06971, 2.56023], [0.30120, -0.84244, 2.67699], [2.01638, -0.44943, 2.19282], [-0.38849, -1.76335, 0.68775], [-0.10283, -0.64488, -1.16865], [1.33608, 0.14102, -0.80798], [-0.33561, 1.86077, -1.55413], [0.92905, 2.45628, -0.37882], [-0.71672, 2.84858, -0.22413], [2.42527, -2.14624, -0.01758], [1.66684, -3.17944, 0.78375]], "mulliken_spin": [0.01, 0.04, 0.17, 0.02, 0.01, 0.72, 0.00, 0.00, 0.00, 0.02, 0.00, 0.01, 0.00, 0.00, 0.00, 0.00, 0.00, 0.00, 0.00, 0.00, 0.00, 0.00, 0.00, 0.00, 0.00, 0.00, 0.00, 0.00, 0.00, 0.00, 0.00, 0.00, 0.00, 0.00, 0.00, 0.00, 0.00, 0.00, 0.00, 0.00, 0.00, 0.00, 0.00, 0.00, 0.00, 0.00, 0.00, 0.00, 0.00, 0.00, 0.00, 0.00, 0.00, 0.00, 0.00, 0.00, 0.00, 0.00, 0.00, 0.00, 0.00, 0.00, 0.00, 0.00, 0.00, 0.00, 0.00, 0.00, 0.00, 0.00, 0.00, 0.00, 0.00, 0.01, 0.00, 0.00, 0.00, 0.00, 0.00, 0.00, 0.00, 0.00, 0.00, 0.00, 0.00], "lumo_energy_ev": [-2.90, -8.92], "largest_force_ev_per_a": 4.63, "orbital_gap_ev": [7.24, 1.22], "e_tot_ha": -1444.43520, "e_above_lowest_kcal_mol": 34.5, "s2": 0.7551, "spin_multiplicity": 2, "charge": 1}

> Which formula does entry 2 have?

C20H55BrIO11